# C3H8NO3S

2 unconnected molecules or ions with the total composition C3H8NO3S (ωB97M-V/def2-TZVPD, the OMol25 dataset).

Each atom is followed by the atoms it is bonded to, with distances in Å.
Cartesian coordinates (Å):
1 O 0.906 -1.384 1.346  C2 1.239
2 C 1.161 -0.765 0.304  O1 1.239, O3 1.234, C4 1.531
3 O 2.194 -0.568 -0.342  C2 1.234
4 C 0.039 0.080 -0.305  C2 1.531, C5 1.543, N7 1.453, H8 1.114
5 C 0.116 -0.215 -1.818  C4 1.543, S6 1.854, H9 1.074, H10 1.028
6 S -1.182 0.633 -2.835  C5 1.854, H11 1.313
7 N -1.249 -0.396 0.172  C4 1.453, H12 1.048, H13 1.013
8 H 0.106 1.149 -0.001  C4 1.114
9 H 1.113 -0.021 -2.168  C5 1.074
10 H -0.076 -1.226 -1.821  C5 1.028
11 H -1.991 0.472 -1.814  S6 1.313
12 H -1.610 0.298 0.869  N7 1.048
13 H -1.298 -1.353 0.502  N7 1.013
14 H 1.153 1.554 2.926  O16 0.954
15 H 0.375 0.437 2.206  O16 1.049
16 O 0.244 1.305 2.780  H14 0.954, H15 1.049

Multiplicity = 1
Maximum force = 2.942 eV/Å
E_HOMO = -4.380 eV
Charge = -1
Total energy = -797.834793 hartree
HOMO-LUMO gap = 7.71 eV